[1]
ORCA calculation (ωB97M-V/def2-TZVPD) on a cluster of 2 separate species, C3H5NO in total.

Results
E	-6725.0067	eV
Kohn-Sham gap (alpha / beta)	8.251 / 7.869	eV
total charge	0
energy relative to the best compared isomer or geometry (same formula, charge and spin)	105.3	kcal per mole
HOMO energy (alpha / beta)	-8.5 / -8.4	eV
max |F|	0.94	eV/Å

Element x y z (Å)
C: -1.016589 0.942812 0.087654
O: -0.430503 0.368847 -0.899190
C: 0.717870 -0.294344 -0.868161
C: 1.605435 -0.102417 0.208833
N: 2.306501 0.087668 1.117873
H: -1.988041 1.357872 -0.136306
H: -0.496346 1.079176 1.029787
H: -1.136393 -1.160355 0.791666
H: 1.002515 -0.731807 -1.810475
H: -0.564453 -1.547454 0.478316

Cartesian forces, eV/Å:
C 0.00 0.23 0.18
O -0.06 -0.04 -0.19
C 0.24 0.06 -0.05
C 0.42 0.14 0.56
N -0.60 -0.15 -0.70
H 0.13 -0.01 -0.01
H -0.05 -0.03 -0.11
H 0.04 -0.20 0.07
H -0.01 0.08 0.12
H -0.12 -0.07 0.13


[2]
ORCA calculation (ωB97M-V/def2-TZVPD) on a cluster of 2 separate species, C3H5NO in total.

Results
E	-6726.8004	eV
Kohn-Sham gap	8.243	eV
total charge	0
energy relative to the best compared isomer or geometry (same formula, charge and spin)	63.9	kcal per mole
HOMO energy	-7.3	eV
max |F|	1.49	eV/Å

Element x y z (Å)
O: 2.278433 -0.943504 0.750384
C: 1.753729 -0.404240 -0.111659
C: -0.102715 1.255237 0.286991
N: -0.709820 0.067723 0.256229
C: -0.660644 -0.869524 -0.691062
H: -0.163072 1.839854 1.191837
H: 0.194212 1.706907 -0.645959
H: -1.080095 -0.244397 1.146331
H: -1.101239 -1.832578 -0.485624
H: -0.408787 -0.575474 -1.697465

Cartesian forces, eV/Å:
O -0.49 0.52 -0.83
C 1.05 -0.67 0.83
C -0.36 0.16 -0.07
N 0.18 -0.08 0.08
C -0.34 0.10 -0.09
H -0.13 -0.08 -0.07
H 0.04 -0.08 0.07
H 0.08 0.00 -0.05
H -0.09 0.15 0.03
H 0.05 -0.02 0.10


[3]
ORCA calculation (ωB97M-V/def2-TZVPD) on a structure of composition C3H5NO.

Results
E	-6725.4159	eV
Kohn-Sham gap	7.468	eV
total charge	0
energy relative to the best compared isomer or geometry (same formula, charge and spin)	95.9	kcal per mole
HOMO energy	-6.5	eV
max |F|	0.49	eV/Å

Element x y z (Å)
O: -0.367358 1.801746 -0.086864
C: -0.669262 0.764595 0.796699
N: -0.007941 -0.202128 0.198032
C: 0.137887 -1.544420 0.175059
C: 0.348491 0.801419 -0.822296
H: -1.363170 0.809012 1.621117
H: 1.142067 -1.895666 -0.033363
H: -0.496962 -2.106876 0.846161
H: -0.138166 0.559281 -1.766938
H: 1.414414 1.013037 -0.927606

Cartesian forces, eV/Å:
O -0.08 0.04 0.10
C -0.05 -0.23 0.06
N -0.20 0.33 0.08
C 0.05 -0.20 0.18
C 0.30 -0.10 -0.38
H 0.04 -0.04 -0.13
H -0.20 0.02 -0.20
H 0.13 0.10 0.09
H 0.12 0.07 0.13
H -0.12 -0.01 0.06


[4]
ORCA calculation (ωB97M-V/def2-TZVPD) on a cluster of 2 separate species, C3H5NO in total.

Results
E	-6725.9908	eV
Kohn-Sham gap	10.290	eV
total charge	0
energy relative to the best compared isomer or geometry (same formula, charge and spin)	82.6	kcal per mole
HOMO energy	-9.8	eV
max |F|	1.00	eV/Å

Element x y z (Å)
C: 1.026562 -0.386526 0.706816
N: 1.935213 -1.243982 0.703556
C: 0.914968 -1.181451 -0.488959
H: 0.599493 0.408092 1.275142
H: 1.307054 -0.857432 -1.459283
H: 0.179270 -1.985049 -0.543116
C: -1.536937 1.298684 -0.035612
O: -0.372095 1.517148 -0.197327
H: -1.872789 0.228814 0.027422
H: -2.180739 2.201698 0.011365

Cartesian forces, eV/Å:
C 0.45 -0.87 -0.15
N -0.62 0.29 -0.39
C 0.27 -0.43 -0.08
H 0.27 0.12 0.48
H -0.08 0.08 0.47
H 0.23 0.04 0.08
C 0.23 0.22 -0.29
O 0.27 0.60 -0.35
H -0.39 0.72 0.10
H -0.63 -0.77 0.14


[5]
ORCA calculation (ωB97M-V/def2-TZVPD) on the molecule C3H5NO.

Results
E	-6726.9887	eV
Kohn-Sham gap	10.355	eV
total charge	0
energy relative to the best compared isomer or geometry (same formula, charge and spin)	59.6	kcal per mole
HOMO energy	-9.4	eV
max |F|	3.35	eV/Å

Element x y z (Å)
C: 0.824813 -0.985729 0.001699
N: -0.269554 -1.609711 0.068176
O: -1.368867 -0.884213 -0.125675
C: -0.923129 0.548901 0.049659
C: 0.582867 0.531230 -0.075504
H: 1.855756 -1.448018 -0.110781
H: -1.196349 0.761042 1.177008
H: -1.603603 1.042043 -0.726811
H: 1.128575 1.120238 0.740238
H: 0.969495 0.924216 -0.998005

Cartesian forces, eV/Å:
C 0.81 1.33 0.01
N 1.14 -3.08 -0.69
O 0.67 2.06 0.70
C -2.46 -0.22 1.29
C 0.90 0.26 0.64
H -1.76 0.31 0.61
H 0.19 0.08 -2.38
H 1.39 0.00 1.40
H -0.92 -0.96 -0.93
H 0.05 0.21 -0.65


[6]
ORCA calculation (ωB97M-V/def2-TZVPD) on the molecule C3H5NO.

Results
E	-6727.2517	eV
Kohn-Sham gap	9.986	eV
total charge	0
energy relative to the best compared isomer or geometry (same formula, charge and spin)	53.5	kcal per mole
HOMO energy	-9.2	eV
max |F|	1.89	eV/Å

Element x y z (Å)
C: 0.660757 1.576061 -1.000605
C: -0.311245 0.798444 -0.511047
C: 0.024295 -0.423309 0.244705
N: -0.895190 -1.170346 0.763699
O: -0.287345 -2.245658 1.422780
H: 1.712829 1.346407 -0.865514
H: 0.414241 2.477607 -1.552751
H: -1.361979 1.028672 -0.640421
H: 1.097485 -0.664662 0.347611
H: -1.053847 -2.723216 1.791543

Cartesian forces, eV/Å:
C -0.61 -0.02 0.02
C 0.60 -0.39 0.24
C -0.75 -0.27 0.20
N 1.56 0.87 -0.62
O -0.82 -0.25 0.22
H -0.11 -0.05 0.02
H 0.10 -0.10 0.06
H 0.04 0.03 -0.02
H -0.56 -0.07 0.08
H 0.54 0.24 -0.21